Below is a structure of composition C39H39InN3O9S2, with properties calculated with ωB97M-V/def2-TZVPD.

Properties
LUMO: -2.348 eV
Frontier orbital gap: 9.1 eV

The geometry in ORCA input format:
```
! RIJCOSX wB97M-V def2-TZVPD def2/J DEFGRID3
* xyz 1 1
In -0.80 0.55 -0.21
C -4.62 1.04 -0.32
O -3.60 0.25 0.25
C -3.81 0.17 1.65
C -2.66 -0.61 2.28
O -1.43 0.06 2.09
C -0.73 0.56 3.21
C -0.39 2.05 3.03
O 0.16 2.25 1.74
C 1.26 3.13 1.68
H -5.59 0.59 -0.13
H -4.60 2.05 0.09
H -4.45 1.09 -1.40
H -3.85 1.18 2.06
H -4.75 -0.35 1.85
H -2.87 -0.75 3.35
H -2.59 -1.58 1.80
H -1.32 0.44 4.13
H 0.21 0.00 3.28
H -1.31 2.65 3.12
H 0.32 2.34 3.81
H 2.06 2.80 2.35
H 1.61 3.10 0.65
H 0.96 4.15 1.94
C 7.61 0.72 1.25
C 6.19 0.45 0.88
C 5.57 -0.75 1.23
C 4.24 -0.97 0.93
C 3.53 0.00 0.26
C 4.13 1.18 -0.14
C 5.46 1.40 0.17
S 1.81 -0.31 -0.03
O 1.69 -1.52 -0.81
O 1.26 0.87 -0.73
O 1.17 -0.45 1.27
H 7.97 0.00 1.98
H 7.70 1.72 1.68
H 8.25 0.67 0.37
H 6.13 -1.50 1.77
H 3.74 -1.89 1.19
H 3.54 1.90 -0.69
H 5.93 2.32 -0.12
O -1.06 -1.63 -0.26
S -0.18 -2.56 0.55
C -1.42 -3.66 1.29
C -1.18 -4.13 2.58
C -2.09 -4.99 3.18
C -3.23 -5.36 2.50
C -3.48 -4.88 1.22
C -2.57 -4.03 0.61
C 0.35 -3.81 -0.62
C -0.14 -3.87 -1.91
C 0.38 -4.81 -2.78
C 1.38 -5.67 -2.36
C 1.86 -5.61 -1.06
C 1.35 -4.67 -0.19
H -0.28 -3.82 3.09
H -1.91 -5.36 4.17
H -3.95 -6.02 2.96
H -4.37 -5.17 0.69
H -2.74 -3.63 -0.38
H -0.90 -3.17 -2.22
H 0.02 -4.87 -3.79
H 1.80 -6.39 -3.05
H 2.65 -6.27 -0.74
H 1.72 -4.58 0.82
O -0.12 2.73 -2.37
C -0.70 3.23 -1.43
N -1.47 2.53 -0.53
C -1.97 3.35 0.44
O -2.65 2.99 1.38
C -1.54 4.73 0.11
C -1.74 5.93 0.77
C -1.13 7.06 0.24
C -0.37 6.99 -0.92
C -0.17 5.78 -1.58
C -0.76 4.66 -1.04
H -2.33 5.98 1.67
H -1.26 8.01 0.74
H 0.09 7.89 -1.30
H 0.43 5.72 -2.47
N 1.91 -1.42 -5.90
C 1.05 -0.96 -5.30
C -0.03 -0.39 -4.58
C -1.08 0.22 -5.26
C -2.11 0.77 -4.51
C -2.03 0.72 -3.13
N -1.04 0.11 -2.50
C -0.05 -0.44 -3.18
H -1.09 0.26 -6.34
H -2.94 1.25 -5.00
H -2.77 1.18 -2.50
H 0.75 -0.91 -2.62
*
```


Below is a structure of composition IO2V2, with properties calculated with ωB97M-V/def2-TZVPD.

Properties
LUMO (alpha / beta): -17.468 / -16.981 eV
Frontier orbital gap (alpha / beta): 2.3 / 4.1 eV

The geometry in ORCA input format:
```
! RIJCOSX wB97M-V def2-TZVPD def2/J DEFGRID3
* xyz 3 5
O -4.74 -0.61 1.84
V -4.05 -1.23 0.62
O 4.99 0.05 -1.33
V 3.92 1.09 -1.66
I -0.11 0.71 0.53
*
```


Below is a cluster of 8 separate species, C36H40O20 in total, with properties calculated with ωB97M-V/def2-TZVPD.

Properties
LUMO: -2.620 eV
SMILES string: O=C1C=C(O)C(=O)C=C1O.O=C1C=C(O)C(=O)C=C1O.O=C1C=C(O)C(=O)C=C1O.O=C1C=C(O)C(=O)C=C1O.CC(C)=O.CC(C)=O.CC(C)=O.CC(C)=O
Frontier orbital gap: 6.2 eV

The geometry in ORCA input format:
```
! RIJCOSX wB97M-V def2-TZVPD def2/J DEFGRID3
* xyz 0 1
O 15.86 15.15 2.01
C 17.00 14.82 1.54
C 18.16 15.60 1.88
C 19.52 15.22 1.31
O 20.68 16.04 1.57
C 19.73 14.26 0.19
O 20.72 14.20 -0.52
C 18.42 13.46 -0.12
C 17.13 13.68 0.62
O 16.02 12.91 0.25
H 18.06 16.28 2.46
H 20.59 16.26 2.54
H 18.56 12.53 -0.74
H 15.37 12.89 0.94
O 23.37 19.86 1.58
C 24.20 20.76 1.82
C 24.76 20.92 3.17
C 25.76 22.04 3.46
O 26.03 22.20 4.79
C 26.01 23.04 2.43
O 26.91 23.86 2.72
C 25.23 23.02 1.22
C 24.39 21.86 0.84
O 23.76 21.84 -0.31
H 24.57 20.07 3.90
H 26.09 21.54 5.27
H 25.47 23.91 0.55
H 23.42 20.89 -0.70
O 20.87 16.22 4.61
C 20.25 16.44 5.70
C 19.05 17.03 5.76
C 18.40 17.51 7.17
O 17.26 18.15 7.19
C 19.22 17.16 8.36
O 18.88 17.67 9.40
C 20.44 16.47 8.23
C 21.00 16.06 6.90
O 22.38 15.44 6.77
H 18.57 17.12 4.94
H 16.79 18.31 6.28
H 21.15 16.43 9.06
H 22.40 15.43 5.84
O 13.23 25.79 0.95
C 13.11 24.54 1.05
C 14.11 23.74 1.65
C 13.99 22.14 1.70
O 14.98 21.34 2.18
C 12.78 21.53 1.21
O 12.65 20.31 1.32
C 11.64 22.36 0.68
C 11.86 23.93 0.60
O 10.84 24.75 0.17
H 14.80 24.30 2.07
H 15.51 21.69 2.86
H 10.81 21.85 0.36
H 11.12 25.52 0.74
C 23.47 24.42 5.76
C 22.92 23.94 4.38
C 22.99 24.92 3.20
O 22.30 22.90 4.26
H 23.90 23.37 6.24
H 22.49 24.60 6.33
H 24.45 25.11 5.62
H 22.73 25.96 3.50
H 22.28 24.73 2.43
H 23.82 24.70 2.85
C 20.35 20.91 2.60
C 19.36 19.79 2.57
C 17.95 20.26 2.60
O 19.51 18.58 2.58
H 21.17 20.39 3.18
H 20.33 21.72 3.27
H 20.79 21.18 1.51
H 17.56 21.00 2.02
H 17.89 20.71 3.73
H 17.23 19.47 2.36
C 18.10 24.71 5.09
C 17.74 24.19 3.68
C 18.26 25.09 2.63
O 17.11 23.16 3.41
H 17.68 24.10 5.68
H 17.45 25.65 5.29
H 19.09 24.88 5.15
H 19.53 24.90 2.72
H 18.39 26.25 2.96
H 17.71 24.83 1.87
C 19.64 20.83 6.42
C 21.06 20.52 6.74
C 21.92 19.75 5.83
O 21.48 20.71 7.91
H 19.56 21.61 5.66
H 18.95 20.98 7.23
H 19.26 19.91 5.91
H 22.44 19.11 6.36
H 22.35 20.42 5.19
H 21.26 19.02 5.08
*
```


Computed values of E (unit: eV) for the preceding records, in sequence: -90812.867 -63530.552 -78907.415.
Computed values of max |F| (unit: eV/Å) for the preceding records, in sequence: 3.1 3.3 16.2.